# H12NO4

A cluster of 5 separate species, H12NO4 in total in a non-equilibrium geometry (ωB97M-V/def2-TZVPD, the Open Molecules 2025 dataset).

Each line ends with the natural charge from an NBO analysis.
Atoms and positions in Å:
1 H 2.256 3.290 0.439  0.497
2 H 0.943 1.520 0.026  0.459
3 O -2.199 0.266 0.797  -0.970
4 H 0.220 0.471 -1.027  0.453
5 H -2.610 0.138 1.659  0.500
6 H 2.057 3.523 -1.039  0.512
7 H 1.047 -3.100 1.476  0.499
8 H -0.383 -2.488 1.345  0.488
9 O 0.526 -2.441 1.021  -0.981
10 N 0.444 0.614 -0.031  -0.905
11 O 1.728 2.972 -0.298  -0.967
12 O -0.514 -1.539 -1.730  -0.972
13 H -0.873 -2.051 -2.433  0.486
14 H -0.292 -2.218 -1.098  0.487
15 H 0.999 -0.196 0.243  0.451
16 H -0.465 0.658 0.443  0.463
17 H -2.884 0.580 0.206  0.501

Output
Charge ... +1
ΔE to the lowest compared entry with this formula, charge and spin ... 32.48 kJ/mol
Highest occupied orbital energy ... -0.557 Ha
Frontier orbital gap ... 12.3 eV
E_LUMO ... -2.8962 eV

***

# CH5NOP2

A cluster of 2 separate species, CH5NOP2 in total in a non-equilibrium geometry (ωB97M-V/def2-TZVPD, the Open Molecules 2025 dataset).

Each line ends with the natural charge from an NBO analysis.
Atoms and positions in Å:
1 H 1.493 -0.630 -2.318  0.199
2 C 0.888 0.128 -1.777  -0.247
3 H -1.861 -1.939 3.027  -0.106
4 P -2.058 -0.527 2.620  0.899
5 O 0.283 -0.387 -0.619  -0.814
6 H 0.985 1.518 1.120  -0.142
7 N -1.070 -0.377 1.404  -1.280
8 P -0.570 0.683 0.300  1.153
9 H 0.287 0.607 -2.417  0.171
10 H 1.624 0.923 -1.339  0.168

Output
ΔE to the lowest compared entry with this formula, charge and spin ... 222.11 kJ/mol
Highest occupied orbital energy (spin up / spin down) ... -0.307 / -0.307 Ha
Frontier orbital gap (spin up / spin down) ... 7.0 / 7.0 eV
E_LUMO (spin up / spin down) ... -1.3864 / -1.3860 eV

***

# C26H26N5O4S2Y

A structure of composition C26H26N5O4S2Y in a non-equilibrium geometry (ωB97M-V/def2-TZVPD, the Open Molecules 2025 dataset).

Each line ends with the natural charge from an NBO analysis.
Atoms and positions in Å:
1 C -1.139 2.165 6.295  -0.747
2 O -1.505 1.853 0.510  -0.689
3 C 3.186 -0.623 -4.874  -0.212
4 C -3.778 -1.603 -2.359  -0.156
5 H 2.715 3.038 2.162  0.201
6 H 1.357 -4.812 2.063  0.226
7 H 0.004 -3.213 3.400  0.200
8 C 1.763 3.416 1.793  -0.208
9 H 2.937 -5.247 0.175  0.223
10 O 2.015 1.026 0.478  -0.882
11 C 2.764 -1.857 -5.354  -0.178
12 N -0.456 -1.003 4.250  -0.403
13 S -1.330 0.372 6.226  0.248
14 H -5.114 -0.209 -3.342  0.214
15 N 1.431 -1.750 0.710  -0.496
16 H -1.840 2.645 5.616  0.239
17 C -3.637 2.806 0.266  -0.712
18 C -3.024 0.543 -0.755  -0.302
19 H 1.308 -3.432 -5.209  0.223
20 C 2.521 -4.259 0.330  -0.146
21 C 1.633 -4.028 1.370  -0.227
22 H 3.331 -2.353 -6.132  0.219
23 C 1.331 -0.597 -3.368  -0.134
24 O -1.513 -0.936 0.363  -0.833
25 Y 0.068 0.344 1.082  1.925
26 C 1.768 3.378 0.266  -0.528
27 H 1.656 4.446 2.136  0.182
28 N 0.033 0.508 -1.421  -0.411
29 N 0.685 2.563 2.346  -0.871
30 H -4.060 -2.440 -2.988  0.210
31 S -1.880 1.103 3.318  -0.295
32 H 4.076 -0.160 -5.279  0.225
33 N 0.014 -1.210 2.976  -0.313
34 C 2.475 0.017 -3.871  -0.169
35 C 1.626 -2.466 -4.838  -0.218
36 O 2.843 2.003 -1.355  -0.683
37 C 0.607 0.030 -2.290  0.422
38 H -2.392 -2.760 -1.198  0.215
39 H 3.609 -3.328 -1.286  0.229
40 C 0.287 -2.427 2.706  0.075
41 H -4.489 1.654 -1.874  0.206
42 H -4.586 2.383 0.595  0.243
43 C -2.842 -1.789 -1.371  -0.295
44 H 0.812 2.434 3.343  0.390
45 C -4.383 -0.353 -2.559  -0.292
46 C 2.326 -1.961 -0.250  0.086
47 H -1.357 2.456 7.322  0.227
48 C -1.130 0.095 4.467  -0.055
49 H -3.816 3.385 -0.644  0.237
50 H -3.245 3.470 1.032  0.240
51 H 2.801 0.956 -3.441  0.273
52 H -0.208 3.034 2.239  0.395
53 C -2.633 1.714 0.019  0.667
54 C -4.023 0.685 -1.737  -0.125
55 C 2.893 -3.203 -0.485  -0.259
56 H 2.384 4.169 -0.155  0.235
57 C -2.409 -0.724 -0.547  0.450
58 H 0.011 -2.288 -3.421  0.234
59 C 1.118 -2.753 1.540  0.174
60 H 0.742 3.519 -0.097  0.229
61 H 2.605 -1.088 -0.832  0.232
62 H -0.115 2.445 6.054  0.205
63 C 2.266 2.052 -0.276  0.817
64 C 0.900 -1.836 -3.842  -0.176

Output
ΔE to the lowest compared entry with this formula, charge and spin ... 69.77 kJ/mol
Highest occupied orbital energy ... -0.278 Ha
Frontier orbital gap ... 7.1 eV
E_LUMO ... -0.4682 eV

***

Energy list, top to bottom, in eV: -9869.7181; -23230.1549; -65743.5521